Below is 2 unconnected molecules or ions with the total composition C5H7NO2S in a non-equilibrium geometry, with properties calculated with ωB97M-V with the def2-TZVPD basis set.

Properties
- ΔE to the lowest compared entry with this formula, charge and spin (kJ/mol) = 17.8
- SMILES string = CCSCC#N.O=C=O
- 2S+1 = 1
- F_max (eV/Å) = 3.83
- lowest unoccupied orbital energy (eV) = 0.55
- Kohn-Sham gap (eV) = 9.8573
- HOMO level (eV) = -9.31

Atoms and positions in Å:
C: 0.89 -1.31 -0.39
C: 3.84 1.36 0.07
C: -2.39 -0.16 -0.05
C: 0.35 -0.87 0.82
C: -1.27 0.71 -0.57
N: 1.34 -1.61 -1.38
O: 3.70 0.24 0.14
O: 3.92 2.50 -0.05
S: 0.01 0.95 0.60
H: -2.64 0.06 0.90
H: -3.30 -0.05 -0.65
H: -2.11 -1.19 0.02
H: 1.03 -1.06 1.76
H: -0.61 -1.33 1.10
H: -1.84 1.62 -0.86
H: -0.91 0.12 -1.45